1.
The following is a quantum chemistry calculation of one molecule with the formula C3H3NO4, from OMol25.

The value obtained for the HOMO energy is -8.943 eV. The total charge is 0. The value obtained for the energy relative to the best compared isomer or geometry (same formula, charge and spin) is 32.2 kcal/mol. As for the LUMO energy: 0.37 eV. Its structure (SMILES) is Nc1oc(=O)oc1O.

The geometry in XYZ format:
```
11
C3H3NO4 | OMol25 | wB97M-V/def2-TZVPD
C -0.33 -0.53 -0.08
C 1.90 -0.06 -0.04
C -0.16 0.78 -0.08
H -1.83 -1.50 0.99
H -1.97 -1.61 -0.77
H -0.52 2.62 0.17
N -1.39 -1.38 0.03
O 1.00 -1.07 -0.17
O 3.08 -0.14 0.05
O 1.19 1.09 -0.06
O -0.96 1.80 -0.06
```

Computed natural (NBO) charges, given in elementary charges: 0.24 0.96 0.52 0.40 0.40 0.51 -0.85 -0.47 -0.57 -0.49 -0.65

---

2.
The following is a quantum chemistry calculation of C2H4O3S2 as an isolated structure, from OMol25.

The value obtained for the HOMO energy is -10.541 eV. The total charge is 0. The value obtained for the energy relative to the best compared isomer or geometry (same formula, charge and spin) is 43.5 kcal/mol. As for the LUMO energy: -0.74 eV.

The geometry in XYZ format:
```
11
C2H4O3S2 | OMol25 | wB97M-V/def2-TZVPD
C -0.30 -0.77 -0.08
C -1.51 0.17 -0.07
O 3.13 -0.03 0.44
O 1.51 1.79 0.47
O 0.51 -0.66 1.00
S 0.81 -0.28 -1.48
S 1.79 0.43 0.18
H -0.58 -1.93 -0.14
H -1.19 1.20 0.07
H -2.33 0.07 0.73
H -1.84 0.02 -1.12
```

Computed natural (NBO) charges, given in elementary charges: -0.01 -0.66 -0.84 -0.86 -0.66 0.04 2.09 0.22 0.23 0.24 0.21

---

3.
The following is a quantum chemistry calculation of C2H2IrO2 as an isolated structure, from OMol25.

The value obtained for the HOMO energy (alpha / beta) is -20.171 / -21.214 eV. The total charge is +2. The value obtained for the energy relative to the best compared isomer or geometry (same formula, charge and spin) is 48.9 kcal/mol. As for the LUMO energy (alpha / beta): -12.08 / -15.01 eV. As for the spin multiplicity: 6.

The geometry in XYZ format:
```
7
C2H2IrO2 | OMol25 | wB97M-V/def2-TZVPD
C 0.38 0.47 -0.76
C 0.42 -0.74 -1.12
O -0.85 -1.52 1.14
Ir -0.96 0.20 1.81
H 0.72 -1.50 -1.83
O -0.08 1.12 0.32
H 0.37 1.98 0.44
```

Computed natural (NBO) charges, given in elementary charges: 0.41 0.23 -0.32 1.38 0.32 -0.63 0.60